A.
{
  "formula": "C21H31N3O4S",
  "method": "ωB97M-V/def2-TZVPD",
  "species": ["C", "C", "H", "H", "H", "C", "C", "H", "C", "C", "H", "H", "H", "H", "C", "C", "N", "C", "H", "C", "O", "H", "C", "O", "C", "C", "H", "H", "H", "H", "C", "H", "H", "H", "C", "H", "O", "H", "O", "H", "C", "H", "C", "H", "N", "C", "H", "H", "H", "H", "H", "H", "C", "H", "H", "C", "N", "C", "S", "H"],
  "positions_angstrom": [[-4.29554, -1.63013, 2.42586], [0.02501, 1.71266, 0.24100], [-6.37785, 0.17029, 3.00186], [-0.07772, 2.62700, -0.34865], [-1.58595, -1.27990, -2.13811], [-3.49406, -1.51956, -1.17360], [1.05726, 1.93884, 1.35884], [7.50084, 1.83266, 0.01690], [4.14725, 0.98167, -2.22201], [-1.40287, -1.22300, -0.02854], [-1.41191, -1.22240, 2.10624], [6.90848, 0.29152, -0.58906], [3.50474, 0.65252, -3.04327], [4.95811, 2.46460, 0.20892], [-6.41900, -2.15019, -0.53965], [5.54113, 1.24707, -2.78998], [-5.46594, -1.75753, 0.36163], [4.38354, 0.39529, 0.28762], [-8.43985, -2.72419, -0.79208], [-2.11944, -1.33490, -1.20352], [0.90237, -1.03174, 1.21139], [-4.06698, -1.61701, -2.07975], [-6.19111, -0.03810, 1.95157], [-6.17409, -2.28054, -1.71856], [6.65380, 1.34630, -0.47310], [-7.78641, -2.45150, 0.03216], [-4.11977, -0.88227, 3.19741], [2.57174, 0.03146, 1.26947], [5.44315, 1.83490, -3.70633], [3.73142, 1.90570, -1.82073], [2.45119, 1.95763, 0.73043], [-7.11190, 0.12635, 1.39857], [0.86609, 2.90690, 1.82245], [-6.40698, -2.17658, 2.20295], [6.47009, 2.00114, -1.84233], [-7.72689, -3.28954, 0.72401], [2.85427, 2.93943, 0.13362], [4.71423, -0.46756, 0.88008], [0.95724, -1.70858, -1.14815], [5.74218, 1.53182, 1.47425], [-2.01328, -1.29732, 1.21437], [-5.44326, 0.65934, 1.58076], [-3.37603, -1.47969, 1.25178], [-4.16851, -2.61769, 2.87578], [3.11591, 0.80078, 0.89704], [-4.11431, -1.58362, 0.06571], [-0.94788, 1.45901, 0.67115], [5.99887, 0.29236, -3.06352], [7.44747, 2.09175, -2.32445], [6.08290, 3.01133, -1.69326], [3.20810, -0.65405, -1.15669], [0.98285, 1.15144, 2.10616], [-5.68573, -1.47236, 1.78334], [4.93395, -0.83440, -1.39057], [1.18459, 0.83353, -1.23149], [5.42871, 1.50806, 0.42777], [0.36059, 0.64795, -0.67896], [4.15613, -0.10794, -1.14735], [0.34602, -0.92367, -0.11853], [-8.20695, -1.59532, 0.55114]],
  "homo_energy_ev": -8.851,
  "smiles": "CC(=O)N1c2ccc(S(=O)(=O)NCCC(=O)NC3CCCCCC3)cc2C[C@H]1C"
}

B.
{
  "formula": "C21H31N3O4S",
  "method": "ωB97M-V/def2-TZVPD",
  "species": ["C", "H", "H", "H", "H", "H", "H", "N", "N", "H", "C", "H", "H", "C", "O", "H", "H", "C", "C", "H", "H", "H", "H", "H", "H", "H", "C", "S", "H", "H", "H", "C", "C", "C", "H", "C", "C", "H", "O", "H", "C", "C", "C", "C", "C", "H", "H", "C", "H", "H", "H", "O", "H", "C", "C", "C", "N", "C", "O", "H"],
  "positions_angstrom": [[2.26027, -0.28921, -3.99393], [-5.13077, 0.81126, -1.48057], [-2.81101, -0.00720, -1.61759], [-2.11400, 3.25168, 0.29638], [0.67834, -0.95491, 0.63424], [1.99015, -1.00738, -4.76693], [3.01531, 0.36758, 0.67499], [-0.53522, 2.06375, 0.88936], [-3.65487, 0.97398, -0.00478], [1.43389, 0.41263, -3.88586], [-3.68285, 1.01184, 1.33895], [-6.40584, 0.39754, 0.48229], [0.39553, -2.51147, -3.78395], [1.18451, -1.66043, 2.60812], [1.39844, 1.95855, -0.26587], [4.48376, -0.15586, -2.48238], [-0.27369, -1.09984, -2.97422], [1.25125, 0.74224, 1.82359], [3.00907, -2.18482, -0.24840], [3.13689, 0.26300, -4.32032], [0.98164, 1.17229, 2.79359], [0.95647, -1.39716, 3.64759], [3.24432, 1.55230, 1.95672], [-5.42952, 0.89841, 2.60489], [0.79234, -2.65767, 2.40609], [-1.85395, 0.00689, -0.11993], [3.98154, -1.38391, -0.81029], [3.24584, -2.84639, 1.40204], [4.36018, -0.68401, 2.45603], [-2.29347, 2.38274, -2.00402], [-0.39355, -2.69383, -2.21412], [-1.69783, 1.81689, -1.28572], [-1.25236, 2.75581, -0.15600], [0.73638, 1.64920, 0.70532], [-4.96765, 2.52386, 2.10209], [1.81681, -2.41995, -0.90292], [0.56469, -0.62401, 1.66852], [-0.49950, -0.53848, 1.89670], [-2.75061, 0.72740, 2.06965], [1.10209, -3.08796, -0.44531], [2.77031, 0.60046, 1.71186], [1.55403, -1.81539, -2.12477], [3.30371, -0.48928, 2.64180], [2.52326, -0.97931, -2.69235], [-5.05777, 1.48753, 1.76918], [-0.80610, 1.44620, -1.79211], [-1.10189, 1.62004, 1.60453], [3.73299, -0.79054, -2.03573], [4.91300, -1.24106, -0.28623], [-4.74677, 2.47297, -0.98511], [3.18413, -0.17811, 3.68670], [4.65440, -2.91445, 1.66182], [-0.58415, 3.51186, -0.57607], [-4.87208, 1.44300, -0.62704], [-2.49099, 0.60981, -0.77168], [-5.90459, 1.36542, 0.50298], [2.61592, -1.74551, 2.47672], [0.24248, -2.04564, -2.81106], [2.45605, -4.03819, 1.52997], [-6.65899, 2.14483, 0.42255]],
  "homo_energy_ev": -8.857,
  "smiles": "Cc1ccc(S(=O)(=O)N2CCC(C(=O)NCCCN3CCCC3=O)CC2)cc1C"
}

The least stable of them is A.

A.
{
  "formula": "C3H9N2O2S",
  "method": "ωB97M-V/def2-TZVPD",
  "species": ["O", "H", "H", "N", "H", "H", "H", "H", "C", "O", "C", "C", "H", "H", "S", "H", "N"],
  "positions_angstrom": [[-0.73932, -1.20840, 1.16764], [-0.20020, -3.11536, 2.54935], [1.26207, 1.80275, -1.29950], [-0.21386, -0.17757, -2.19606], [0.09783, -0.94252, -1.58481], [-1.09085, 1.70777, -2.07157], [-0.95145, -0.52994, -2.79140], [0.83242, 0.74741, 0.06133], [0.12071, -2.04731, 0.83629], [0.72686, -2.15689, -0.26050], [-0.69852, 0.93570, -1.40594], [0.46693, 1.51065, -0.61725], [-1.48440, 0.66406, -0.69134], [1.03712, 3.22998, 0.94985], [-0.10968, 2.96949, 0.30883], [0.91358, -3.82881, 1.46409], [0.49589, -2.98959, 1.83515]],
  "homo_energy_ev": -4.467,
  "total_charge": -1
}

B.
{
  "formula": "C3H9N2O2S",
  "method": "ωB97M-V/def2-TZVPD",
  "species": ["N", "C", "H", "S", "H", "O", "H", "H", "N", "O", "C", "H", "H", "H", "H", "H", "C"],
  "positions_angstrom": [[0.51993, -0.27495, -1.94352], [-0.04128, 0.54518, -0.86090], [1.33044, 3.64508, -0.80706], [-0.01520, -2.51874, 1.78242], [-2.53929, -0.85983, -0.19256], [0.00113, 1.76438, -0.96891], [1.07596, -0.30153, 1.66519], [0.59005, 0.26891, -2.80867], [-1.63724, -1.05782, -0.51880], [1.10522, 4.44611, -0.26080], [-0.58535, -0.20177, 0.24301], [-1.29528, 0.56691, 0.90538], [-1.52398, -2.03861, -0.31436], [0.11513, -1.25650, -2.07358], [0.39197, 4.40386, 0.35459], [1.33948, -1.17749, 0.17705], [0.58147, -0.89433, 0.89277]],
  "homo_energy_ev": -2.930,
  "total_charge": -1
}

The least stable of them is B.

A.
{
  "formula": "C4H9N3S",
  "method": "ωB97M-V/def2-TZVPD",
  "species": ["N", "C", "H", "H", "H", "H", "N", "S", "H", "H", "C", "H", "N", "C", "H", "H", "C"],
  "positions_angstrom": [[-1.64789, 0.35005, 0.36484], [-1.08569, 0.96459, -0.69007], [-1.72939, 1.25739, -1.51608], [1.39135, -2.49550, -1.64220], [1.89197, 1.52051, 0.47490], [0.31029, -2.37456, -0.24827], [0.26644, 0.46129, 1.61996], [2.05917, -0.70396, -0.29270], [0.55087, 1.80695, -1.50823], [-2.64439, 0.13486, 0.33301], [-0.96524, 0.12399, 1.51996], [-1.51100, -0.32295, 2.35030], [0.18819, 1.25516, -0.72916], [0.82150, -1.80130, -1.02126], [0.81812, 0.33417, 2.46374], [0.11793, -1.26915, -1.65622], [1.16776, 0.75846, 0.17750]],
  "homo_energy_ev": -18.016,
  "smiles": "CS[C@@H]1NC=[NH+]C=[NH+]1",
  "total_charge": 2
}

B.
{
  "formula": "C4H9N3S",
  "method": "ωB97M-V/def2-TZVPD",
  "species": ["C", "N", "N", "H", "N", "C", "H", "C", "H", "H", "H", "S", "H", "C", "H", "H", "H"],
  "positions_angstrom": [[-0.00650, -1.21824, 0.57143], [-1.88537, 1.09898, 0.25586], [3.24873, 0.65183, -0.74542], [-3.17418, -0.52661, 0.90194], [-0.59750, -0.65619, -0.65975], [-1.25051, 0.44797, -0.81098], [0.42693, -2.16895, 0.49750], [-2.90405, 0.61972, 0.89681], [-0.76359, -1.47621, 1.29031], [-1.68717, 2.08574, 0.32360], [3.81515, 0.65877, -1.52104], [1.38914, -0.11646, 0.99578], [-3.67537, 1.02851, 1.54014], [2.11509, 0.01922, -0.56958], [3.56486, 1.35625, -0.11680], [-0.54800, -1.18765, -1.53282], [1.93233, -0.61667, -1.31699]],
  "homo_energy_ev": [-17.299, -17.298],
  "total_charge": 2
}

The least stable of them is B.